Density functional theory data (ωB97M-V with the def2-TZVPD basis set) for a molecular structure, C66H51OP2RuS2Sb.

The value obtained for the total energy is -4433.7308 a.u. The value obtained for the HOMO energy (spin up / spin down) is -17.35 / -17.40 eV. Its expectation value of S² is 6.0545. Its charge is +4. As for the spin multiplicity: 5.

Structure (XYZ):
```
124
C66H51OP2RuS2Sb ωB97M-V with the def2-TZVPD basis set
Ru 0.69738 -0.30184 -0.25608
O -0.88384 -2.45619 0.21985
S -1.08052 -1.19482 1.02439
C -0.96638 -1.58606 2.71001
C -1.86114 -2.56652 3.13377
C -1.93020 -2.99815 4.45700
C -1.07493 -2.41610 5.36304
C -0.94226 -2.62294 6.85161
C 0.25899 -1.73643 7.27261
C 0.72216 -1.08651 5.99016
C 1.76267 -0.24287 5.74161
C 1.99051 0.14306 4.40898
C 1.18047 -0.22777 3.34300
P 1.74480 0.33428 1.74886
C 3.52590 0.47938 1.77913
C 4.15975 1.69012 1.50776
C 5.54914 1.75318 1.52907
C 6.29297 0.61902 1.81266
C 5.65735 -0.59025 2.08224
C 4.27619 -0.66360 2.05980
C 1.06895 1.96426 1.41742
C 1.05997 2.33511 0.07001
C 0.67499 3.61091 -0.32727
C 0.30334 4.52354 0.64596
C 0.28344 4.15839 1.99419
C 0.64672 2.87862 2.38309
C 0.04097 -1.05519 3.58789
C -0.10691 -1.49318 4.91858
C -2.80751 -0.77550 0.70189
C -3.68570 -0.56720 1.77788
C -5.05862 -0.48381 1.61869
C -5.58178 -0.62652 0.32462
C -6.99540 -0.62544 -0.15930
C -6.86943 -0.75185 -1.68946
C -5.40965 -0.79215 -1.94981
C -4.69679 -0.80658 -3.17023
C -3.33248 -0.71942 -3.10599
C -2.57881 -0.71829 -1.88733
P -0.82359 -0.19836 -2.11374
C -0.13393 -1.09451 -3.53441
C 1.09615 -0.61741 -3.99642
C 1.71814 -1.21804 -5.07526
C 1.12536 -2.31611 -5.69441
C -0.07419 -2.81386 -5.21774
C -0.70373 -2.21192 -4.13153
C -1.20698 1.47779 -2.68122
C -1.84284 2.31780 -1.75777
C -2.24232 3.58914 -2.13014
C -2.00420 4.03288 -3.42743
C -1.37023 3.20550 -4.34595
C -0.97800 1.92175 -3.98293
C -3.28196 -0.77565 -0.63985
C -4.69252 -0.74767 -0.74131
H -2.53356 -3.01394 2.40876
H -2.65093 -3.75327 4.74697
H -0.78871 -3.67677 7.08878
H -1.86392 -2.33216 7.35790
H 1.06051 -2.31448 7.73238
H -0.02689 -0.98100 8.00511
H 2.42553 0.10162 6.52493
H 2.86720 0.74772 4.20631
H 3.59007 2.58614 1.29881
H 6.04694 2.69343 1.33008
H 7.37414 0.67518 1.82954
H 6.24536 -1.46969 2.31252
H 3.77640 -1.59800 2.28387
H 1.49611 1.68789 -0.69894
H 0.68104 3.88998 -1.37359
H 0.03411 5.53264 0.35870
H 0.00168 4.88817 2.74347
H 0.63275 2.60167 3.42982
H -3.27923 -0.48011 2.77592
H -5.69799 -0.32699 2.47946
H -7.50644 0.29522 0.13713
H -7.57020 -1.43678 0.29368
H -7.32462 0.09264 -2.21963
H -7.36634 -1.63921 -2.09534
H -5.20491 -0.81525 -4.12670
H -2.79116 -0.59651 -4.03591
H 1.56411 0.24331 -3.53212
H 2.65885 -0.82820 -5.44239
H 1.60095 -2.77610 -6.55204
H -0.53118 -3.67036 -5.69537
H -1.63146 -2.63372 -3.76520
H -2.02155 1.98196 -0.74001
H -2.73548 4.23649 -1.41544
H -2.31732 5.02614 -3.72347
H -1.18558 3.55559 -5.35370
H -0.50084 1.28518 -4.71578
S 2.20408 -1.90214 -0.77143
Sb 1.51766 -4.19850 -0.33196
C -0.19593 -4.98646 -1.18914
C -0.07059 -5.47501 -2.48708
C -1.15922 -6.10774 -3.07286
C -2.35012 -6.23576 -2.37178
C -2.46455 -5.74106 -1.07588
C -1.39000 -5.10403 -0.47487
C 3.16870 -5.07286 -1.21421
C 3.94694 -5.95637 -0.46554
C 5.03191 -6.57241 -1.07723
C 5.32820 -6.30367 -2.40755
C 4.54329 -5.41993 -3.14293
C 3.45760 -4.79564 -2.55147
C 1.71934 -4.30362 1.72292
C 2.95584 -3.88998 2.21634
C 3.21019 -3.98641 3.57668
C 2.23975 -4.50483 4.42771
C 1.01515 -4.92838 3.92534
C 0.74524 -4.83126 2.56590
H 0.87062 -5.42356 -3.01895
H -1.06603 -6.52875 -4.06571
H -3.18896 -6.74491 -2.82948
H -3.38468 -5.87879 -0.52259
H -1.48722 -4.72538 0.53178
H 3.71512 -6.18477 0.56764
H 5.64104 -7.26699 -0.51466
H 6.17790 -6.78301 -2.87554
H 4.78187 -5.21898 -4.17951
H 2.86523 -4.08875 -3.12368
H 3.72686 -3.52518 1.54802
H 4.17462 -3.68671 3.96926
H 2.45283 -4.60646 5.48506
H 0.27663 -5.36351 4.58762
H -0.20127 -5.19080 2.18803
```